{"formula": "C7H12O2", "method": "wB97M-V/def2-TZVPD", "species": ["C", "C", "C", "C", "C", "C", "C", "O", "O", "H", "H", "H", "H", "H", "H", "H", "H", "H", "H", "H", "H"], "xyz": [[-1.10567, -0.07773, 0.01291], [-0.56232, 0.03570, 1.42189], [2.54679, 0.53495, -0.70890], [-1.28307, -1.41937, -0.50632], [-1.94257, 1.06213, -0.49970], [0.98643, 0.10838, 1.33833], [1.41642, -0.26940, -0.10244], [1.70288, 0.45344, 2.23357], [1.36474, -1.54461, -0.31885], [0.23735, 0.20024, -0.58325], [-0.81874, -0.83894, 2.02417], [-0.89963, 0.94046, 1.93082], [2.72716, 0.19904, -1.72841], [2.32061, 1.60285, -0.70442], [3.45311, 0.37387, -0.12638], [-2.10991, 0.98038, -1.57271], [-0.13837, -1.79558, -0.57723], [-1.68421, -2.12730, 0.21879], [-1.78367, -1.47786, -1.46929], [-2.92437, 1.02628, -0.01546], [-1.50296, 2.03306, -0.26713]], "lumo_energy_ev": 0.1, "homo_lumo_gap_ev": 9.0}


{"formula": "C13H27N4O8PS", "method": "wB97M-V/def2-TZVPD", "species": ["N", "C", "C", "C", "C", "N", "C", "O", "C", "P", "O", "O", "O", "C", "O", "O", "H", "H", "H", "H", "H", "H", "H", "H", "H", "H", "H", "H", "H", "H", "H", "C", "N", "C", "O", "C", "C", "S", "N", "C", "C", "O", "H", "H", "H", "H", "H", "H", "H", "H", "H", "H", "H", "H"], "xyz": [[-3.90191, 3.86976, 1.30404], [-3.94700, 2.43942, 0.91809], [-2.83225, 1.71871, 1.69758], [-2.46035, 0.35732, 1.08157], [-1.27899, -0.26441, 1.83466], [-0.79506, -1.45313, 1.13056], [-0.92657, -2.73555, 1.61130], [-1.51838, -2.93899, 2.65744], [-0.44191, -3.89109, 0.80842], [-1.75120, -5.04215, 0.77678], [-1.58093, -6.10069, 1.78207], [-1.80384, -5.77142, -0.61924], [-3.15182, -4.35302, 1.02374], [-5.33270, 1.78236, 1.18448], [-5.92120, 2.10328, 2.20866], [-5.82139, 0.89642, 0.26913], [-4.45977, 4.02113, 2.15122], [-2.94463, 4.19329, 1.43746], [-3.73257, 2.37464, -0.15347], [-3.14214, 1.58329, 2.74016], [-1.93723, 2.34970, 1.69838], [-3.31441, -0.32737, 1.12395], [-2.18421, 0.49568, 0.03130], [-0.46120, 0.45746, 1.91434], [-1.58815, -0.50067, 2.85962], [-0.15552, -1.32955, 0.34178], [-0.19346, -3.59980, -0.20951], [0.42234, -4.34571, 1.28682], [-2.43329, -6.47196, -0.40287], [-2.99202, -3.97724, 1.91459], [-5.20086, 0.81675, -0.46461], [3.55375, -0.44334, -3.61121], [2.53064, -0.94924, -2.69549], [2.32932, -0.68128, -1.39700], [1.48917, -1.35854, -0.80819], [3.09919, 0.42980, -0.62689], [2.27530, 1.03061, 0.52769], [0.89608, 2.03888, -0.10326], [3.61717, 1.53940, -1.43939], [4.78569, 2.13798, -1.21785], [5.14777, 3.28263, -2.13277], [5.54988, 1.79972, -0.32657], [3.63872, -1.11452, -4.46765], [4.52513, -0.39954, -3.11405], [3.27891, 0.54713, -3.97650], [1.93212, -1.68000, -3.05163], [3.95113, -0.08470, -0.17792], [1.88258, 0.22205, 1.14706], [2.92429, 1.64869, 1.15185], [1.61838, 3.12754, -0.39238], [3.03701, 1.88192, -2.18645], [4.42092, 4.08367, -2.01719], [5.16266, 2.93560, -3.16331], [6.13683, 3.64908, -1.85937]], "lumo_energy_ev": -0.1, "homo_lumo_gap_ev": 9.3}


{"formula": "C4H10NO2P", "method": "wB97M-V/def2-TZVPD", "species": ["C", "C", "C", "C", "N", "O", "O", "P", "H", "H", "H", "H", "H", "H", "H", "H", "H", "H"], "xyz": [[1.28024, 0.89149, 0.53091], [1.37032, -0.54323, 0.01836], [-0.02839, 1.21684, -0.08513], [-0.31833, -1.27002, -1.54958], [-0.05520, -0.80197, -0.25908], [-1.26431, -0.08988, 2.00483], [-2.75276, 0.74415, 0.09726], [-1.53250, 0.94641, 0.89273], [1.28516, 0.95679, 1.70146], [2.04079, 1.73125, 0.25152], [2.04984, -0.71464, -0.85925], [1.73806, -1.23651, 0.77640], [0.06585, 1.39671, -1.19317], [0.54852, -1.70495, -2.00960], [-1.10426, -2.15709, -1.35443], [-0.72711, -0.47121, -2.28089], [-1.22146, -0.97328, 1.51063], [-1.37446, 2.07916, 1.80704]], "lumo_energy_ev": [-0.3, -0.3], "homo_lumo_gap_ev": [8.7, 8.7]}


Short version: energy above the lowest of the compared OMol25 structures with the same formula, charge and spin = 246.5; 4.4; 405.5 kJ/mol, in the order given.